[1]
Below is a cluster of 4 separate species, C28H33N2O13 in total at a distorted geometry, with properties calculated with the ωB97M-V functional and the def2-TZVPD basis.

Cartesian coordinates (Å):
H1 2.754 -6.860 3.133
H2 -0.013 1.136 -0.503
C1 -1.080 5.613 -4.201
O1 -3.013 -6.152 2.370
H3 1.959 7.382 -2.806
C2 -4.239 -1.126 -0.663
H4 -2.422 -3.321 -3.199
H5 0.718 -0.318 -3.426
H6 2.537 -1.686 0.440
H7 -1.705 6.045 -4.971
H8 -1.579 -1.154 -4.544
H9 -2.032 -2.426 -1.665
O2 3.447 4.054 1.036
H10 1.554 0.815 -1.003
H11 -4.463 -2.338 -2.879
O3 3.329 3.254 6.534
C3 0.661 -2.052 -0.859
C4 0.440 -7.076 3.292
H12 -3.929 -0.705 1.551
C5 -1.025 -7.034 3.252
C6 -0.298 -0.428 -2.899
C7 3.339 3.402 5.190
O4 -2.368 3.654 -4.109
O5 -0.711 2.722 -2.159
H13 1.087 -4.656 0.896
O6 3.165 1.587 2.143
C8 -2.262 -2.272 -2.763
O7 -5.092 -1.998 -0.463
H14 -0.812 0.599 -2.986
H15 -2.328 2.832 -3.588
H16 -2.918 0.348 0.335
C9 0.945 5.819 -2.690
C10 -1.319 4.406 -3.686
C11 3.263 2.527 2.922
C12 -1.659 -6.206 2.418
C13 -3.330 -0.691 0.594
C14 0.829 -0.177 0.816
H17 -3.789 -1.136 -4.066
H18 1.335 4.173 -1.413
O8 2.543 -6.186 2.458
C15 3.458 4.790 4.656
C16 1.397 -1.649 0.546
H19 -1.034 -0.701 -0.891
H20 3.406 4.158 6.896
C17 1.191 -6.153 2.392
C18 -1.082 -1.614 -3.619
H21 -3.225 -5.483 1.692
N1 0.726 0.402 -0.554
H22 3.158 1.336 4.748
N2 -3.983 -0.500 -1.956
H23 -1.558 -7.695 3.922
C19 3.409 3.911 2.388
H24 1.130 -2.243 1.470
C20 -0.907 -5.303 1.499
C21 -3.673 -1.516 -2.998
O9 2.004 6.555 -2.287
O10 1.053 -7.826 4.027
C22 -0.448 3.827 -2.622
O11 0.301 7.518 -4.168
H25 1.426 -2.419 -1.609
H26 -3.259 0.220 -1.869
C23 0.556 -5.328 1.556
C24 0.701 4.611 -2.172
C25 3.498 4.965 3.200
O12 -1.518 -4.571 0.735
C26 0.011 -0.672 -1.347
C27 0.059 6.410 -3.734
O13 3.521 5.726 5.428
H27 -0.407 -2.439 -4.024
H28 -0.241 -0.395 1.154
H29 3.365 3.151 0.680
H30 -0.166 -2.765 -0.534
H31 3.602 5.974 2.825
H32 1.242 0.449 1.672
H33 -2.473 -1.448 0.685
C28 3.247 2.347 4.374

Forces on atoms 1 to 3 (eV/Å):
H 0.1 0.0 -0.1
H 1.0 0.2 -0.3
C 0.2 0.2 0.0

The value obtained for the orbital gap is 7.49 eV. The max |F| is 3.1 eV/A. The energy is -59159.5425 eV. The value obtained for the lowest unoccupied orbital energy is -4.3 eV. Its total charge is +1.



[2]
Below is an isolated molecule of C4H4O at a distorted geometry, with properties calculated with the ωB97M-V functional and the def2-TZVPD basis.

Cartesian coordinates (Å):
C1 -0.562 -1.016 0.100
C2 0.826 -0.498 0.441
H1 -1.892 0.651 -0.581
H2 0.733 1.810 -0.038
H3 0.988 0.128 1.316
O1 1.451 -0.061 -0.730
C3 0.415 0.796 -0.275
C4 -0.944 0.191 -0.337
H4 -1.016 -2.001 0.104

Forces on atoms 1 to 3 (eV/Å):
C -0.2 0.2 0.2
C -0.3 0.9 0.4
H -0.1 -0.1 -0.3

Its SMILES is C1=C[C@H]2O[C@@H]12. The value obtained for the orbital gap is 9.93 eV. The max |F| is 1.8 eV/A. The energy is -6255.3293 eV. The value obtained for the lowest unoccupied orbital energy is 1.1 eV.



[3]
Below is a structure of composition C18H33BrClN2O5PtSi at a distorted geometry, with properties calculated with the ωB97M-V functional and the def2-TZVPD basis.

Cartesian coordinates (Å):
N1 2.447 -2.730 -4.579
Pt1 -1.307 -3.296 0.787
C1 1.936 1.445 0.530
H1 -1.283 4.722 3.331
H2 -0.500 4.083 -0.993
H3 -2.870 1.182 -0.449
H4 3.509 2.892 0.696
C2 1.321 -4.904 -2.868
C3 0.691 -5.784 -1.999
H5 -3.026 2.415 2.150
C4 2.409 0.522 1.639
H6 -2.616 2.931 -0.200
H7 0.299 -2.063 -1.426
H8 3.501 0.484 1.581
H9 0.171 0.777 -2.785
O1 1.678 -1.262 -3.047
H10 -0.555 -5.947 -0.251
H11 -0.547 2.666 4.976
Cl1 -3.012 -4.484 2.480
H12 1.938 1.619 -1.691
H13 2.147 3.258 1.728
H14 -2.871 2.465 3.906
H15 0.870 2.741 3.934
H16 0.080 4.405 2.290
Br1 -0.663 -0.665 0.715
C5 1.800 -2.412 -3.459
H17 -1.218 -0.089 -2.102
H18 0.579 3.262 -2.144
H19 -1.067 3.653 -2.595
H20 2.162 0.909 2.626
H21 2.069 3.573 -0.031
C6 -0.948 4.095 2.480
H22 2.051 -0.500 1.540
O2 -4.356 -4.631 2.153
C7 2.229 0.925 -0.900
C8 0.422 -3.122 -1.584
C9 -2.394 2.098 2.976
C10 -0.986 1.948 -1.294
H23 2.858 -1.988 -5.126
C11 -1.086 2.749 3.032
H24 -1.616 4.321 1.651
H25 3.324 0.865 -0.942
H26 1.907 -5.304 -3.685
H27 0.774 -6.854 -2.130
H28 -2.360 1.013 3.082
H29 -1.475 1.243 -3.219
C12 -2.458 2.094 -0.883
C13 -0.052 -5.291 -0.947
O3 -2.122 -5.029 1.315
C14 2.417 2.884 0.741
H30 2.524 -3.667 -4.932
N2 -0.182 -3.966 -0.745
O4 -2.579 -3.022 2.369
C15 -0.840 0.889 -2.401
Si1 0.080 1.409 0.181
C16 1.188 -3.538 -2.654
C17 -0.442 3.313 -1.766
H31 -3.033 2.310 -1.785
H32 1.863 -0.079 -1.129
H33 -0.071 1.209 4.138
C18 -0.117 2.293 4.028
O5 -2.592 -5.035 3.687

Forces on atoms 1 to 3 (eV/Å):
N 0.0 0.0 0.0
Pt 0.1 0.0 -0.2
C -0.5 0.8 0.8

The value obtained for the orbital gap is 5.98 eV. The max |F| is 2.2 eV/A. The energy is -126072.2715 eV. The value obtained for the lowest unoccupied orbital energy is -11.9 eV. Its total charge is +3.



[4]
Below is a structure of composition C3H4N2 at a distorted geometry, with properties calculated with the ωB97M-V functional and the def2-TZVPD basis.

Cartesian coordinates (Å):
H1 -0.983 2.020 0.066
H2 0.333 -1.928 0.743
C1 0.294 -0.914 0.304
C2 -0.499 1.016 -0.097
C3 0.719 -0.438 -0.849
N1 0.301 0.851 -1.057
H3 1.534 -0.844 -1.561
H4 -1.120 0.205 1.659
N2 -0.579 0.031 0.792

Forces on atoms 1 to 3 (eV/Å):
H 0.3 -1.4 0.0
H 0.3 1.0 -0.3
C -1.2 -3.1 2.3

The value obtained for the orbital gap is 10.06 eV. The max |F| is 5.5 eV/A. The energy is -6155.3120 eV. The value obtained for the lowest unoccupied orbital energy is 0.9 eV.



[5]
Below is an isolated molecule of C15H25FN3O3PS at a distorted geometry, with properties calculated with the ωB97M-V functional and the def2-TZVPD basis.

Cartesian coordinates (Å):
H1 -3.864 -1.200 -2.492
N1 0.134 -0.650 -3.254
P1 1.713 0.461 1.277
H2 0.495 -2.085 -0.855
C1 -3.856 -1.510 -1.340
H3 -0.137 2.363 -1.775
H4 5.419 0.316 0.625
O1 -5.141 0.680 -1.109
H5 3.558 0.226 3.139
C2 1.159 -0.076 -2.674
H6 3.001 -0.130 -1.195
H7 5.215 -0.983 1.974
H8 3.831 1.660 1.946
F1 2.477 3.227 -3.272
C3 2.248 0.676 -1.652
O2 3.533 0.962 -4.073
C4 -1.833 0.941 1.151
C5 0.960 -1.280 1.249
C6 -1.167 0.812 -0.369
C7 3.478 0.522 1.998
C8 1.539 1.410 -0.370
C9 2.388 2.835 -0.135
H9 -4.538 -2.469 -1.269
H10 -1.002 1.161 1.972
C10 1.338 -2.212 -0.041
C11 -0.017 1.930 -0.688
C12 -4.980 -1.389 1.642
C13 -2.826 -0.307 1.528
H11 -0.210 2.840 0.061
H12 -2.396 -1.276 1.029
N2 -4.264 -0.140 1.089
H13 -2.717 -1.750 -1.099
H14 1.249 -3.344 0.327
S1 3.280 1.787 -2.750
H15 -5.813 -1.690 0.841
C14 4.602 -0.342 1.176
O3 4.730 2.064 -2.191
H16 -0.851 -0.305 -0.632
H17 -2.509 1.918 1.109
H18 -0.221 -1.324 1.366
H19 -2.073 1.045 -1.113
H20 -5.431 -1.219 2.709
H21 4.175 -1.115 0.408
H22 1.379 -1.854 2.209
H23 -4.238 -2.321 1.665
C15 -4.440 -0.255 -0.410
H24 2.428 -2.095 -0.449
N3 3.049 3.961 0.013
H25 -2.853 -0.478 2.704

Forces on atoms 1 to 3 (eV/Å):
H -0.2 -0.3 2.8
N 9.7 5.4 5.4
P -1.3 1.0 2.3

Its SMILES is CCP(CC)[C@](C#N)(CCCCN(C)C(C)=O)[C@@H](C#N)S(=O)(=O)F. The value obtained for the orbital gap is 7.02 eV. The max |F| is 12.5 eV/A. The energy is -49399.9820 eV. The value obtained for the lowest unoccupied orbital energy is -1.7 eV.



[6]
Below is a cluster of 9 separate species, C41H89FO13S in total at a distorted geometry, with properties calculated with the ωB97M-V functional and the def2-TZVPD basis.

Cartesian coordinates (Å):
H1 -5.854 2.735 2.467
H2 -8.977 -6.079 -7.414
S1 4.292 -0.219 1.283
H3 -9.436 0.102 4.121
H4 -4.839 -2.887 -3.792
C1 2.778 3.746 7.145
H5 -3.544 0.413 -2.284
H6 10.143 -2.767 1.350
H7 4.083 3.555 3.824
H8 -6.981 2.288 -2.196
H9 -2.672 2.413 2.944
H10 1.969 -1.514 -4.888
C2 3.533 3.562 1.745
C3 5.088 2.545 0.020
H11 11.381 2.690 3.035
C4 -4.470 -0.829 0.281
H12 -8.410 -3.722 -7.029
C5 -8.268 -6.268 -6.605
H13 -4.910 2.419 -3.273
O1 1.992 3.597 5.966
O2 -6.620 -1.307 -2.511
H14 13.108 1.032 2.327
H15 -1.979 3.028 1.478
C6 2.954 2.438 7.893
H16 -5.554 3.491 -0.019
C7 3.943 2.308 0.973
H17 3.407 1.913 -2.392
H18 -0.362 -3.669 2.789
H19 -1.766 0.503 1.962
H20 3.413 1.690 7.246
H21 -7.309 0.957 -3.309
H22 -0.711 -1.202 0.566
H23 6.775 -1.174 -0.094
C8 -6.799 1.912 -3.209
H24 3.684 -0.977 -1.812
O3 12.375 0.805 0.402
H25 1.075 -5.577 2.007
H26 12.224 3.266 1.593
H27 -3.372 0.043 2.578
H28 10.659 -1.432 -1.356
C9 1.905 0.268 -3.754
C10 1.515 -4.639 2.352
H29 5.823 3.190 0.503
C11 3.910 0.968 -2.609
C12 -4.667 3.759 0.552
H30 -4.747 1.564 3.090
H31 1.474 0.673 -2.842
O4 -7.770 -3.898 -6.333
C13 -4.068 2.535 1.264
H32 1.806 -4.752 3.397
H33 -9.448 -1.551 3.505
H34 1.869 -2.053 2.163
H35 -5.128 -0.745 1.142
C14 -9.422 -0.499 3.212
H36 -5.719 1.156 1.672
C15 12.165 1.115 1.777
C16 -6.866 -2.575 -3.116
H37 3.583 2.572 8.775
C17 -5.168 1.944 2.165
H38 -8.168 -0.792 1.480
H39 -5.774 -4.378 -3.638
O5 -6.975 -0.433 3.136
H40 3.741 4.126 6.806
H41 2.851 0.225 -0.889
H42 2.767 2.416 3.434
H43 2.421 -4.452 1.772
H44 -4.118 -1.859 0.229
H45 -3.025 4.070 2.405
C18 -7.308 2.907 -4.234
C19 -2.641 -0.118 1.793
H46 0.728 -1.910 -1.279
H47 -5.021 -0.640 -0.636
C20 11.558 2.491 1.978
H48 12.981 1.457 0.037
H49 1.988 2.048 8.221
H50 0.234 -3.389 1.152
C21 -8.204 -5.081 -5.662
H51 9.424 -1.249 0.803
O6 -5.413 1.605 -3.372
C22 3.783 0.028 -1.405
H52 -8.582 -7.172 -6.083
H53 -8.375 3.088 -4.104
H54 -4.934 4.521 1.282
H55 -6.787 3.863 -4.140
H56 -5.968 -0.842 -3.050
C23 0.538 -3.486 2.201
H57 4.945 1.160 -2.871
O7 4.298 1.251 1.888
C24 -8.174 -0.200 2.402
C25 10.978 -2.003 -0.484
C26 5.854 -1.213 -0.657
C27 -0.563 -1.124 -2.845
C28 -3.256 0.103 0.416
H58 2.108 -1.806 -3.177
H59 4.714 3.108 -0.833
H60 6.048 -1.254 -1.726
O8 1.072 -2.257 2.674
C29 -1.036 -0.990 -0.438
H61 -5.178 -3.543 -2.192
H62 -3.937 4.212 -0.120
C30 -2.273 -0.334 -0.680
H63 -10.323 -0.285 2.636
H64 -7.485 -5.261 -4.865
C31 3.208 3.378 3.208
H65 -7.284 -2.437 -4.118
C32 -1.788 -0.469 -3.109
H66 -7.136 2.532 -5.243
H67 -4.516 1.544 -0.538
O9 0.196 -1.497 -3.936
H68 -9.182 -4.902 -5.201
C33 4.966 0.007 -0.408
H69 5.315 -2.122 -0.401
H70 2.481 4.138 3.480
H71 11.360 -2.965 -0.837
H72 11.492 0.342 2.150
H73 -7.611 -3.075 -2.498
C34 -2.879 3.043 2.082
H74 10.611 2.568 1.443
H75 -2.851 2.054 -0.434
H76 11.787 -1.464 0.003
O10 2.917 -0.635 1.161
H77 -2.315 -1.152 1.890
H78 3.051 2.026 0.410
O11 3.324 0.423 -3.779
H79 -6.960 -1.361 3.388
H80 1.124 3.275 6.226
H81 6.334 1.411 -1.319
C35 -3.653 1.580 0.130
C36 1.585 -1.202 -3.921
F1 2.434 4.090 1.069
C37 -2.622 -0.092 -2.048
O12 5.201 -0.978 2.092
H82 1.471 0.815 -4.591
H83 -2.056 -0.287 -4.138
C38 -5.593 -3.400 -3.191
H84 4.326 4.303 1.639
C39 5.816 1.272 -0.374
C40 9.816 -2.209 0.466
H85 9.010 -3.742 -0.434
H86 -7.290 -6.444 -7.053
O13 8.710 -2.877 -0.138
C41 -0.194 -1.393 -1.504
H87 2.331 4.501 7.801
H88 6.600 1.083 0.360
H89 -8.143 0.853 2.122

Forces on atoms 1 to 3 (eV/Å):
H -0.2 0.0 0.0
H 0.0 0.0 0.0
S 0.0 -0.3 0.0

Its SMILES is C[C@H](F)[C@H]1CC[C@](C)(CCOCCOc2ccc(C(C)(C)CC(C)(C)C)cc2)S(=O)(=O)O1.CCO.CCO.CCO.CCO.CCO.CCO.CCO.CCO. The value obtained for the orbital gap is 8.41 eV. The max |F| is 1.5 eV/A. The energy is -84128.1704 eV. The value obtained for the lowest unoccupied orbital energy is 0.5 eV.